# 1
{"formula": "C14H30N2O4", "method": "wB97M-V/def2-TZVPD", "homo_lumo_gap_ev": 9.66, "total_charge": 0, "energy_ev": -26171.9399, "species": ["C", "C", "N", "C", "O", "C", "C", "C", "N", "C", "C", "C", "C", "O", "H", "H", "H", "H", "H", "H", "H", "H", "H", "H", "H", "H", "H", "H", "H", "H", "H", "H", "H", "H", "C", "O", "C", "C", "O", "C", "H", "H", "H", "H", "H", "H", "H", "H", "H", "H"], "positions_angstrom": [[3.02160, -0.35848, -0.57527], [1.66558, -1.20190, -0.60595], [1.76824, -2.68296, -0.66076], [0.43767, -3.19744, -1.02476], [-0.10965, -4.17658, -0.50605], [0.00667, -2.23016, -2.20903], [-1.52609, -2.13429, -2.64593], [-2.57156, -2.25637, -1.45217], [-2.76068, -0.99604, -0.66914], [0.56371, -0.81292, -1.72695], [1.04476, 0.09241, -2.94222], [0.52504, 1.59954, -2.90158], [0.41928, 2.24614, -1.44580], [-0.95622, 2.65305, -1.24752], [3.55091, -0.45172, -1.58791], [2.85154, 0.75092, -0.39906], [3.73905, -0.82650, 0.17510], [1.08834, -0.98247, 0.37049], [2.22461, -3.15700, 0.12241], [0.56970, -2.66328, -3.10783], [-1.68827, -2.86100, -3.49812], [-1.66540, -1.08327, -3.08803], [-2.37658, -3.10470, -0.73210], [-3.58879, -2.47813, -1.93463], [-2.26231, -1.03508, 0.22528], [-2.48101, -0.18548, -1.22861], [-0.33652, -0.32874, -1.23979], [0.59771, -0.37704, -3.88932], [2.16448, 0.10528, -3.11455], [-0.46436, 1.77010, -3.43280], [1.29938, 2.22190, -3.47447], [0.84848, 1.61870, -0.60797], [1.02978, 3.21710, -1.45367], [-1.35449, 2.21418, -0.47566], [0.33653, -0.54704, 3.16661], [-0.46142, 0.24692, 2.29722], [-1.60422, 0.79251, 2.95332], [-1.39785, 2.26236, 3.29370], [-0.39685, 2.42598, 4.29464], [0.84341, 2.85558, 3.75190], [1.28068, -0.76035, 2.66268], [0.55324, -0.02966, 4.10461], [-0.17126, -1.49356, 3.37551], [-1.85353, 0.21455, 3.84980], [-2.44366, 0.70830, 2.25575], [-2.32899, 2.66105, 3.70862], [-1.15401, 2.84192, 2.39686], [0.77584, 3.90613, 3.45154], [1.14301, 2.24632, 2.89438], [1.60447, 2.76122, 4.52723]], "lowdin_charge": [-0.054, -0.305, 0.064, -0.351, 0.052, -0.179, -0.133, -0.257, -0.017, -0.211, -0.150, -0.157, -0.243, -0.104, 0.078, 0.077, 0.081, 0.123, 0.130, 0.157, 0.114, 0.117, 0.109, 0.108, 0.052, 0.048, 0.112, 0.115, 0.102, 0.117, 0.110, 0.101, 0.121, 0.073, -0.104, -0.221, -0.197, -0.196, -0.189, -0.108, 0.078, 0.088, 0.094, 0.129, 0.119, 0.127, 0.121, 0.089, 0.079, 0.090]}

# 2
{"formula": "C14H30N3O2PPbSi", "method": "wB97M-V/def2-TZVPD", "homo_lumo_gap_ev": 4.63, "total_charge": 0, "relative_energy_ev": 0.3730, "energy_ev": -45980.8300, "species": ["Pb", "Si", "P", "N", "H", "C", "H", "H", "H", "C", "H", "H", "H", "C", "H", "H", "H", "C", "H", "H", "H", "H", "H", "C", "C", "C", "C", "C", "C", "H", "H", "H", "H", "H", "C", "O", "C", "H", "H", "H", "C", "H", "H", "H", "N", "C", "N", "O", "H", "H", "H", "H"], "positions_angstrom": [[0.22385, 0.18952, 1.08637], [2.40202, 0.44465, -1.89034], [0.51931, 0.61227, -3.12432], [-0.69450, -1.59422, -0.04573], [-0.04922, 2.14835, 1.70007], [-1.14725, 0.52961, -2.43878], [-1.86251, 0.36519, -3.26000], [-1.40281, 1.45900, -1.91620], [-1.23322, -0.29829, -1.70912], [0.57400, 2.12478, -4.13075], [-0.04672, 1.97914, -5.02588], [1.60371, 2.34882, -4.43847], [0.18382, 2.97662, -3.55565], [0.63457, -0.80445, -4.25034], [-0.04606, -0.64386, -5.09669], [0.35372, -1.72099, -3.71537], [1.66224, -0.90992, -4.61731], [2.90504, 2.10803, -1.17807], [2.32681, 2.36967, -0.28093], [2.81393, 2.91232, -1.92004], [3.96377, 2.02089, -0.89191], [2.24806, -0.53858, -0.77392], [3.49904, -0.02232, -2.79092], [-0.45858, -2.84794, -0.31047], [-1.33493, -5.15918, -0.52285], [-1.53542, -3.82487, -0.22648], [0.82395, -3.37351, -0.75958], [0.99595, -4.71027, -1.05533], [-0.06890, -5.61889, -0.93207], [-2.16333, -5.86656, -0.43994], [-2.51599, -3.45221, 0.08291], [1.64813, -2.66086, -0.86540], [1.97367, -5.06852, -1.38689], [0.08686, -6.67534, -1.15670], [-1.03274, 2.59169, 1.04542], [-1.47168, 1.44197, 0.42404], [-2.08781, 3.13399, 1.98562], [-1.78825, 4.08800, 2.44181], [-2.32939, 2.42029, 2.78406], [-3.01053, 3.30997, 1.40291], [-0.52383, 3.66027, 0.09397], [-1.29509, 3.86936, -0.67000], [0.40097, 3.37661, -0.43200], [-0.32264, 4.60177, 0.62877], [-1.15246, -0.90762, 5.28719], [-0.52846, -0.26022, 4.28368], [0.39006, 0.67303, 4.63312], [-0.81066, -0.52438, 3.08290], [-0.92902, -0.72754, 6.25146], [-1.81380, -1.63365, 5.04016], [0.85130, 1.21044, 3.90972], [0.57554, 0.87315, 5.60628]], "lowdin_charge": [1.217, 0.528, 0.746, -0.195, -0.001, -0.229, 0.071, 0.037, 0.013, -0.227, 0.061, 0.052, 0.058, -0.230, 0.061, 0.068, 0.046, -0.292, -0.003, 0.024, 0.032, -0.096, -0.035, -0.543, -0.154, -0.083, -0.110, -0.167, -0.173, 0.085, 0.084, 0.043, 0.083, 0.071, -0.731, -0.394, -0.071, 0.072, 0.073, 0.090, -0.076, 0.087, 0.043, 0.078, 0.176, -0.628, 0.168, -0.154, 0.106, 0.128, 0.080, 0.109]}

# 3
{"formula": "C14H31AsN2O4OsS5SbSi3", "method": "wB97M-V/def2-TZVPD", "homo_lumo_gap_ev": [5.11, 6.31], "total_charge": -2, "spin_multiplicity": 6, "s2": 8.770, "energy_ev": -173844.8039, "species": ["Os", "S", "As", "S", "S", "S", "O", "N", "C", "C", "C", "C", "C", "S", "H", "H", "H", "H", "C", "Si", "C", "C", "Sb", "Si", "C", "C", "C", "Si", "C", "C", "C", "H", "H", "H", "H", "H", "H", "H", "H", "H", "H", "H", "H", "H", "H", "H", "H", "H", "H", "H", "H", "H", "H", "H", "H", "H", "H", "H", "O", "N", "O", "O"], "positions_angstrom": [[-0.19476, 3.01583, 0.04680], [-0.34547, 1.72426, 4.35210], [-0.55626, 3.46505, 3.17893], [1.25633, 3.66898, 1.85547], [-2.06010, 3.04029, 1.52476], [-1.03401, 5.26107, 4.14473], [-0.87853, 1.39004, -1.63928], [-0.56459, 1.75576, -2.85919], [-1.47338, 1.55247, -3.83599], [-1.22441, 1.90226, -5.13473], [-0.00477, 2.51420, -5.43731], [0.89435, 2.74996, -4.42910], [0.63625, 2.37328, -3.09877], [1.70016, 2.66133, -1.79759], [-2.39223, 1.10812, -3.48620], [-1.97820, 1.71840, -5.88663], [0.22151, 2.81944, -6.45111], [1.83329, 3.25078, -4.61628], [-2.21615, -1.19363, 3.72298], [-1.91469, -1.35168, 1.88966], [-1.91800, -3.21078, 1.54073], [-3.36097, -0.59352, 0.96986], [0.15538, -0.13058, 0.98019], [0.42747, -1.74183, -1.01762], [-1.23294, -2.01612, -1.86519], [1.62425, -1.04738, -2.29391], [1.08446, -3.47683, -0.61600], [2.16459, -1.02197, 2.28005], [3.57304, -1.13130, 1.03247], [1.88398, -2.72479, 3.03863], [2.72340, 0.15188, 3.61319], [-3.11523, -1.76891, 3.97301], [-2.35037, -0.15175, 4.01191], [-1.37881, -1.57811, 4.30926], [-2.83372, -3.64262, 1.95908], [-1.06455, -3.70432, 2.01187], [-1.89672, -3.43650, 0.47329], [-4.30081, -1.01487, 1.34257], [-3.29800, -0.77344, -0.10503], [-3.37697, 0.48602, 1.13324], [-1.70686, -1.05377, -2.06105], [-1.90950, -2.61535, -1.25195], [-1.07913, -2.54115, -2.81403], [1.58464, 0.04143, -2.33354], [1.38324, -1.44051, -3.28728], [2.65106, -1.33502, -2.05613], [0.45000, -4.01206, 0.09196], [2.09307, -3.43878, -0.19991], [1.13004, -4.06041, -1.54265], [3.40364, -1.88685, 0.26478], [4.50938, -1.36913, 1.54813], [3.69709, -0.16854, 0.53006], [1.61546, -3.46261, 2.27938], [1.07080, -2.67765, 3.76725], [2.78513, -3.06906, 3.55685], [2.77327, 1.17155, 3.22386], [3.71522, -0.14821, 3.97054], [2.02589, 0.18192, 4.44905], [-1.12682, 6.16520, -2.53612], [-0.85300, 5.26831, -1.74852], [0.00376, 5.41030, -0.84790], [-1.43021, 4.14191, -1.81762]], "lowdin_charge": [0.803, -0.095, -0.509, -0.121, -0.084, -0.205, -0.370, -0.246, -0.038, -0.082, -0.097, -0.098, -0.708, 0.559, 0.131, 0.092, 0.094, 0.097, -0.258, 0.276, -0.236, -0.231, 0.861, 0.308, -0.229, -0.222, -0.233, 0.267, -0.237, -0.230, -0.264, 0.023, -0.031, 0.017, 0.023, 0.013, -0.012, 0.025, 0.013, -0.019, 0.003, -0.004, 0.025, -0.038, 0.027, 0.019, 0.002, -0.001, 0.023, -0.011, 0.023, 0.034, 0.001, 0.016, 0.021, 0.005, 0.023, -0.024, -0.002, -0.593, -0.137, -0.158]}

# 4
{"formula": "C14H31BN2O10S4", "method": "wB97M-V/def2-TZVPD", "homo_lumo_gap_ev": 10.39, "total_charge": 0, "energy_ev": -82492.6646, "species": ["C", "B", "O", "C", "C", "N", "C", "S", "C", "N", "H", "H", "H", "H", "H", "H", "H", "O", "S", "O", "O", "C", "C", "C", "H", "H", "H", "H", "H", "H", "H", "H", "O", "S", "O", "O", "C", "C", "C", "H", "H", "H", "H", "H", "H", "H", "H", "O", "S", "O", "O", "C", "C", "C", "H", "H", "H", "H", "H", "H", "H", "H"], "positions_angstrom": [[2.49568, -7.04558, -0.70964], [1.52036, -6.01439, -1.38224], [1.46446, -5.76400, -2.72158], [0.55944, -5.11309, -0.44290], [0.61525, -3.71105, -0.89286], [0.80661, -2.61904, -1.19730], [-0.91038, -5.61020, -0.42441], [-1.02676, -7.34389, 0.15934], [-1.55887, -5.47553, -1.73719], [-2.03568, -5.56054, -2.77887], [3.39508, -6.46635, -0.45975], [2.82371, -7.84377, -1.37589], [2.08326, -7.43544, 0.21895], [1.41993, -6.54755, -3.27887], [0.91361, -5.15296, 0.58853], [-1.48758, -5.06274, 0.32005], [-0.69514, -7.97743, -0.97879], [-1.76634, -1.82976, 4.16349], [-0.94511, -0.65779, 4.24197], [-1.42299, 0.58517, 3.72355], [0.47500, -0.99485, 3.60829], [0.49431, -1.51896, 2.26244], [0.22997, -0.47026, 1.20540], [-0.39930, -0.41819, 5.89728], [-0.21523, -2.34734, 2.19342], [1.49376, -1.93260, 2.13502], [-0.78330, -0.07635, 1.28407], [0.34804, -0.89842, 0.21392], [0.91334, 0.37167, 1.31593], [-0.01297, -1.35744, 6.28262], [-1.26611, -0.09674, 6.47034], [0.36378, 0.35537, 5.90272], [-0.87584, 1.91491, -1.14820], [-1.65251, 1.34112, -2.20943], [-1.22502, 1.46670, -3.56843], [-3.15430, 1.85482, -2.07964], [-3.38638, 3.27904, -2.04297], [-3.21636, 3.93938, -3.39638], [-1.96522, -0.35574, -1.86892], [-2.73894, 3.73338, -1.29182], [-4.41277, 3.38441, -1.69758], [-2.18310, 3.89249, -3.73716], [-3.50796, 4.98823, -3.33396], [-3.83346, 3.44301, -4.14508], [-2.31665, -0.45115, -0.84485], [-1.02781, -0.89401, -2.00213], [-2.70684, -0.72023, -2.57490], [3.57973, 4.36977, 1.01402], [2.93464, 5.62919, 0.79592], [2.13646, 6.21344, 1.82946], [2.09559, 5.55194, -0.54987], [1.12724, 4.48156, -0.68721], [-0.12008, 4.70034, 0.13951], [4.11615, 6.81498, 0.25051], [1.60227, 3.53001, -0.44772], [0.87980, 4.46356, -1.74657], [0.09438, 4.66401, 1.20699], [-0.84033, 3.92303, -0.08678], [-0.55893, 5.67717, -0.07352], [4.70726, 6.38188, -0.55130], [4.74528, 7.04923, 1.10632], [3.58872, 7.70415, -0.08368]], "lowdin_charge": [0.000, -0.526, 0.168, -0.228, -0.164, 0.204, -0.590, 0.823, -0.258, 0.189, 0.086, 0.069, 0.053, 0.123, 0.140, 0.111, -0.100, -0.283, 0.566, -0.270, -0.261, -0.254, -0.077, -0.122, 0.106, 0.121, 0.067, 0.027, 0.093, 0.074, 0.077, 0.077, -0.280, 0.578, -0.269, -0.258, -0.242, -0.070, -0.121, 0.099, 0.123, 0.069, 0.082, 0.085, 0.072, 0.049, 0.078, -0.277, 0.563, -0.278, -0.265, -0.240, -0.071, -0.125, 0.114, 0.122, 0.076, 0.037, 0.088, 0.074, 0.075, 0.074]}